No. 1
9 unconnected molecules or ions with the total composition C18H54O18 at a distorted geometry, computed with wB97M-V/def2-TZVPD.

Geometry (Å):
C  7.718  -6.564  24.499
C  8.164  -6.790  25.952
O  9.534  -6.401  25.936
O  6.562  -7.274  24.205
H  8.478  -7.088  23.919
H  7.595  -5.489  24.369
H  8.284  -7.841  26.215
H  7.616  -6.269  26.737
H  9.998  -6.847  26.648
H  6.051  -6.721  23.610
C  4.544  -3.107  11.754
C  3.392  -4.094  11.318
O  3.918  -5.178  10.551
O  5.029  -3.470  13.038
H  4.339  -2.037  11.794
H  5.179  -3.120  10.868
H  2.590  -3.552  10.817
H  2.819  -4.532  12.136
H  3.883  -4.814  9.664
H  5.413  -4.326  12.830
C  11.717  -2.987  18.395
C  10.225  -3.553  18.335
O  9.255  -2.596  18.781
O  12.636  -3.529  17.465
H  12.042  -3.038  19.434
H  11.616  -1.951  18.072
H  10.226  -4.437  18.974
H  9.972  -3.834  17.313
H  9.526  -2.477  19.695
H  13.488  -3.152  17.698
C  19.853  -7.019  15.339
C  20.980  -6.772  14.341
O  21.682  -5.676  14.857
O  18.776  -6.087  15.397
H  20.397  -7.269  16.250
H  19.299  -7.926  15.098
H  20.676  -6.501  13.329
H  21.718  -7.561  14.193
H  21.230  -4.929  14.458
H  18.188  -6.177  14.643
C  2.200  0.301  19.012
C  3.599  0.219  18.406
O  4.631  0.788  19.198
O  1.910  1.645  19.462
H  2.234  -0.483  19.769
H  1.492  -0.057  18.265
H  3.474  0.492  17.358
H  3.829  -0.846  18.400
H  5.504  0.585  18.855
H  2.745  2.106  19.567
C  6.846  1.453  24.285
C  5.977  0.298  24.666
O  6.451  -0.559  25.673
O  7.880  1.070  23.407
H  7.397  1.695  25.194
H  6.290  2.271  23.827
H  5.857  -0.211  23.709
H  5.104  0.812  25.068
H  7.375  -0.673  25.438
H  8.749  1.463  23.513
C  15.108  -8.174  19.814
C  13.661  -8.541  19.894
O  13.082  -8.163  18.607
O  15.729  -8.606  20.931
H  15.161  -7.117  19.556
H  15.600  -8.676  18.981
H  13.261  -7.890  20.670
H  13.508  -9.568  20.227
H  13.593  -7.411  18.299
H  15.399  -8.215  21.743
C  15.840  -0.734  25.054
C  14.300  -0.946  25.075
O  13.583  -0.449  23.961
O  16.417  -1.126  23.811
H  16.381  -1.391  25.736
H  16.013  0.314  25.298
H  14.017  -0.357  25.947
H  14.167  -2.019  25.215
H  13.922  -0.929  23.202
H  17.025  -1.845  23.998
C  19.288  0.511  17.689
C  19.110  0.114  16.211
O  20.153  0.599  15.432
O  19.256  1.932  17.815
H  20.280  0.146  17.953
H  18.631  0.018  18.407
H  18.100  0.363  15.887
H  19.227  -0.967  16.138
H  19.972  1.530  15.279
H  19.863  2.349  17.200

Forces on the atoms, in the same order (eV/Å):
C 0.765 -0.908 1.298
C 1.156 -0.758 -0.146
O 0.719 1.026 0.105
O -1.696 0.008 -0.065
H 0.634 1.026 -0.253
H 0.367 -0.019 -0.471
H -1.317 -0.359 -0.247
H -0.294 0.152 -0.221
H -0.058 0.108 0.009
H -0.273 -0.269 -0.012
C -1.869 -0.130 -0.253
C -0.170 0.955 0.757
O -0.380 0.747 -0.108
O 0.713 -0.136 -1.266
H -0.937 -0.106 0.304
H 1.155 -0.553 0.380
H 0.181 0.143 -0.720
H 0.642 0.022 0.532
H 0.332 -0.532 -0.362
H 0.330 -0.408 0.738
C -1.859 1.096 -0.683
C 1.469 -0.093 -0.449
O 1.160 -0.594 0.001
O -0.172 -1.010 0.313
H 0.301 -0.066 0.055
H -0.219 0.423 0.606
H -0.370 -0.216 -0.094
H 0.058 0.042 0.075
H -0.488 0.477 0.336
H 0.128 -0.064 -0.145
C -0.897 -2.542 -1.639
C -0.343 0.614 -0.142
O 0.703 1.133 -0.204
O 1.119 1.270 0.882
H -0.703 0.968 0.623
H 0.577 -0.763 -0.193
H -0.613 -0.261 -0.167
H -0.419 -0.549 0.528
H 0.297 0.475 0.421
H 0.270 -0.336 -0.102
C 1.526 0.697 0.561
C -0.207 -1.804 -0.518
O -0.819 1.077 0.112
O -0.498 -1.298 -0.350
H -0.613 0.552 0.923
H -0.140 0.467 -0.067
H 0.924 0.882 -0.099
H -0.219 -0.354 -0.411
H -0.165 -0.126 -0.244
H 0.225 -0.103 0.101
C 2.127 0.433 1.092
C -0.610 0.823 -0.681
O 0.553 0.254 -0.229
O 0.237 -1.383 -1.557
H -0.604 1.021 0.464
H -0.204 0.058 0.343
H -0.864 -0.456 0.065
H -0.547 -0.643 -0.284
H 0.336 -0.467 0.267
H -0.410 0.345 0.502
C -0.681 -0.577 -1.564
C -0.353 1.581 -1.246
O -0.333 -1.126 1.072
O 2.042 -0.415 2.140
H 0.322 0.538 0.465
H -0.101 -0.202 -0.114
H -0.494 -0.009 0.236
H -0.181 -0.094 -0.812
H -0.057 0.120 -0.083
H -0.179 0.204 -0.102
C -0.284 -0.408 -0.565
C 1.390 0.037 0.470
O 0.489 -0.109 0.371
O -0.177 0.327 -0.626
H -0.725 0.386 1.035
H 0.481 0.069 -0.332
H -0.628 -0.382 0.067
H -0.595 -0.070 0.099
H 0.071 0.047 -0.289
H -0.031 0.103 -0.231
C 1.255 0.186 -1.037
C -0.624 -1.479 1.678
O 0.227 0.942 -0.538
O -0.791 -0.145 0.588
H 0.303 0.025 0.140
H -0.530 0.473 -0.299
H 0.039 0.313 -0.402
H -0.303 -0.171 0.129
H 0.187 0.145 -0.321
H 0.238 -0.296 0.059

## Properties
**SMILES**: OCCO.OCCO.OCCO.OCCO.OCCO.OCCO.OCCO.OCCO.OCCO
**HOMO level**: -10.07 eV
**Charge**: 0
**LUMO level**: -0.04 eV
**Molar mass**: 558.6 g/mol

Results of the Mulliken charge analysis, in e, for atoms 1 through 5: -0.273 -0.338 -0.517 -0.511 0.184


No. 2
A molecular structure, C18H54O9 at a distorted geometry, computed with wB97M-V/def2-TZVPD.

Geometry (Å):
C  2.068  -0.958  3.597
C  3.109  -2.084  3.608
O  3.448  -2.304  4.949
H  2.274  -0.204  4.357
H  1.082  -1.368  3.815
H  1.976  -0.405  2.662
H  4.051  -1.858  3.109
H  2.806  -2.970  3.050
H  4.024  -1.574  5.190
C  1.307  -3.168  -2.959
C  0.755  -1.820  -2.679
O  -0.412  -1.674  -3.389
H  2.000  -3.412  -2.154
H  1.758  -3.334  -3.936
H  0.473  -3.868  -3.003
H  1.400  -0.985  -2.955
H  0.583  -1.749  -1.605
H  -0.267  -1.911  -4.308
C  -4.775  0.176  1.472
C  -3.414  0.598  1.231
O  -2.562  -0.434  1.633
H  -5.243  -0.353  0.642
H  -5.263  1.112  1.743
H  -4.755  -0.425  2.382
H  -3.222  1.544  1.738
H  -3.214  0.823  0.184
H  -1.783  -0.429  1.071
C  3.532  1.686  2.396
C  3.541  0.901  1.082
O  4.666  0.072  0.900
H  3.212  0.932  3.115
H  2.699  2.387  2.364
H  4.518  2.116  2.573
H  3.679  1.627  0.281
H  2.621  0.433  0.732
H  4.393  -0.633  0.309
C  -3.504  -1.610  -1.096
C  -2.336  -2.060  -2.058
O  -1.306  -1.133  -1.862
H  -4.439  -2.166  -1.028
H  -3.870  -0.682  -1.535
H  -3.172  -1.335  -0.094
H  -2.712  -2.027  -3.081
H  -1.930  -3.070  -2.005
H  -0.562  -1.532  -2.320
C  0.483  -0.144  1.609
C  -0.208  0.076  0.202
O  -1.437  -0.690  0.174
H  0.451  -1.191  1.910
H  0.108  0.379  2.489
H  1.428  0.398  1.572
H  0.407  -0.347  -0.592
H  -0.333  1.122  -0.076
H  -1.633  -0.838  -0.754
C  2.565  0.035  -1.476
C  2.575  -1.309  -0.714
O  3.508  -1.268  0.345
H  3.438  0.283  -2.079
H  2.276  0.835  -0.795
H  1.791  -0.066  -2.238
H  2.826  -2.118  -1.400
H  1.601  -1.506  -0.266
H  3.463  -2.168  0.676
C  -1.548  3.032  0.515
C  -1.068  4.380  0.040
O  0.289  4.600  0.278
H  -1.362  2.970  1.587
H  -0.970  2.323  -0.077
H  -2.570  2.679  0.374
H  -1.635  5.103  0.627
H  -1.166  4.579  -1.027
H  0.774  4.052  -0.343
C  -3.066  2.143  -1.949
C  -1.748  1.466  -2.074
O  -1.850  0.324  -2.948
H  -2.970  3.051  -1.353
H  -3.737  1.492  -1.389
H  -3.563  2.472  -2.862
H  -1.296  1.273  -1.100
H  -1.087  2.222  -2.498
H  -1.973  -0.519  -2.506

Forces on the atoms, in the same order (eV/Å):
C 0.224 -0.304 -0.171
C 0.451 1.473 -0.443
O 0.091 -1.275 0.807
H 0.217 -0.294 0.259
H 0.051 -0.056 0.201
H 0.939 -1.065 1.164
H -0.011 0.765 -0.455
H -0.586 -0.433 0.734
H 0.007 -0.046 0.158
C 0.436 -1.304 -0.008
C 4.929 -1.245 -2.064
O 2.624 -2.448 -11.192
H -0.103 -0.709 -0.486
H 0.427 0.571 0.010
H -0.059 -0.205 0.617
H -0.394 -1.467 -0.595
H -0.036 -0.174 -0.563
H 0.228 -0.148 -0.342
C -1.851 0.495 0.814
C 2.297 -0.583 0.309
O -7.727 1.725 9.283
H -0.170 0.053 0.171
H -1.087 -0.240 -0.312
H -0.235 -0.199 -0.157
H 0.093 0.006 0.512
H -0.117 -0.042 -0.245
H -1.052 0.882 3.276
C -0.892 -1.755 -0.571
C 2.158 2.311 -1.327
O 5.113 7.040 4.263
H 0.830 0.630 0.598
H 0.309 0.497 -0.015
H -0.329 0.050 0.157
H -0.228 0.925 -0.072
H 0.701 0.238 1.466
H 3.119 1.458 -0.538
C -0.166 0.093 -0.793
C -2.856 -2.341 1.110
O -2.169 -6.803 8.700
H 0.523 -0.822 -0.233
H 0.144 0.273 -0.101
H -0.515 -0.856 -0.158
H 0.014 0.432 -0.252
H -0.271 -0.233 0.772
H -2.799 1.111 3.821
C -1.582 1.451 -1.925
C 0.666 -1.592 1.265
O 10.460 0.243 -5.590
H 0.408 0.129 -0.670
H -1.250 0.129 -0.350
H -0.512 -0.875 -0.537
H 0.025 0.460 0.451
H 0.513 -0.942 0.947
H 0.306 0.225 -0.377
C -0.718 -0.079 -0.163
C 0.195 0.574 -1.162
O -8.237 -10.009 -2.795
H 0.474 -0.143 0.625
H 0.220 0.002 -0.824
H 0.651 1.420 1.169
H 0.178 0.218 0.155
H 0.265 -0.052 0.054
H 0.508 -0.366 0.636
C 0.666 -0.274 -0.051
C -1.392 0.643 -0.045
O 1.042 -0.108 0.757
H 0.386 -0.270 -0.031
H -0.183 0.826 1.084
H 0.205 1.086 -0.035
H 0.221 0.546 -0.314
H -0.964 -0.182 -0.136
H 0.218 -0.005 0.021
C -1.184 0.710 0.785
C -0.332 -0.684 -1.987
O -1.876 9.012 -5.072
H -0.102 -0.010 -0.206
H -0.355 0.142 -0.287
H 0.371 -0.474 -0.329
H -1.062 -0.650 -1.172
H 0.531 -0.186 -0.549
H -1.030 3.107 -1.452

## Properties
**HOMO level**: -7.75 eV
**Charge**: 0
**LUMO level**: -0.24 eV
**Molar mass**: 414.6 g/mol

Results of the Mulliken charge analysis, in e, for atoms 1 through 5: -0.065 -0.572 -0.582 0.554 0.470


Respective ΔE to the lowest compared entry with this formula, charge and spin values: 5.560; 26.685 eV.